1.
Below is a 2-piece molecular cluster, C2H6O2 overall, with properties calculated with wB97M-V/def2-TZVPD.

Results
- DFT total energy (eV) = -6264.9920
- spin multiplicity = 1
- LUMO energy (eV) = 1.001
- HOMO-LUMO gap (eV) = 10.006
- total charge = 0
- SMILES string = C=CO.O
- energy above the lowest of the compared OMol25 structures with the same formula, charge and spin (kJ/mol) = 121.8

Each line ends with the Löwdin charge.
Element x y z (Å)
C 2.59 1.21 1.76  -0.009
C 1.67 1.50 0.83  -0.288
O 0.50 0.87 0.56  -0.001
H 3.59 1.52 1.50  0.043
H 2.38 0.68 2.68  0.050
H 1.97 2.14 0.01  0.105
H 0.33 0.32 1.34  0.099
O -3.69 -2.80 -2.49  -0.061
H -3.56 -3.59 -3.01  0.032
H -4.39 -2.29 -2.90  0.028

---

2.
Below is a single C2H6O2 molecule, with properties calculated with wB97M-V/def2-TZVPD.

Results
- DFT total energy (eV) = -6264.9266
- spin multiplicity = 1
- LUMO energy (eV) = 0.839
- HOMO-LUMO gap (eV) = 11.087
- total charge = 0
- SMILES string = CC(O)O
- energy above the lowest of the compared OMol25 structures with the same formula, charge and spin (kJ/mol) = 128.1

Each line ends with the Löwdin charge.
Element x y z (Å)
C -0.24 -0.85 -0.29  -0.058
C 0.09 0.41 0.51  -0.383
O -0.94 1.33 0.46  0.040
O 1.42 1.05 -0.16  -0.097
H -1.26 -0.75 -0.88  0.108
H 0.50 -1.21 -1.09  0.097
H -0.56 -1.68 0.44  0.087
H 0.53 0.24 1.49  0.128
H -0.84 1.96 1.13  0.076
H 2.20 0.57 -0.12  0.002

---

3.
Below is a single C2H6O2 molecule, with properties calculated with wB97M-V/def2-TZVPD.

Results
- DFT total energy (eV) = -6265.4827
- spin multiplicity = 1
- LUMO energy (eV) = 0.843
- HOMO-LUMO gap (eV) = 11.034
- total charge = 0
- SMILES string = OCCO
- energy above the lowest of the compared OMol25 structures with the same formula, charge and spin (kJ/mol) = 74.5

Each line ends with the Löwdin charge.
Element x y z (Å)
O 0.93 -0.89 -0.86  -0.072
C -0.28 -0.12 -0.73  -0.243
C -0.42 0.42 0.69  -0.262
O 0.82 1.07 0.91  -0.080
H 0.79 -1.71 -0.41  0.082
H -0.21 0.76 -1.44  0.147
H -1.17 -0.74 -0.93  0.116
H -0.70 -0.38 1.47  0.134
H -1.24 1.13 0.77  0.109
H 1.47 0.47 0.53  0.070

---

4.
Below is an isolated ion of composition C2H6O2PS and charge -1, with properties calculated with wB97M-V/def2-TZVPD.

Results
- DFT total energy (eV) = -26387.5758
- spin multiplicity = 3
- LUMO energy (spin up / spin down) (eV) = 3.942 / 2.790
- HOMO-LUMO gap (spin up / spin down) (eV) = 4.344 / 7.864
- total charge = -1
- energy above the lowest of the compared OMol25 structures with the same formula, charge and spin (kJ/mol) = 213.8

Each line ends with the Löwdin charge.
Element x y z (Å)
C -1.60 -0.21 0.60  -0.210
C -0.75 0.14 -0.73  -0.602
O 3.16 0.18 0.91  -0.632
O 2.70 -0.91 -1.38  -0.594
P 0.76 1.21 -0.33  0.539
S 2.15 -0.58 -0.06  0.422
H -0.97 -0.69 1.33  0.036
H -1.87 0.64 1.16  0.006
H -2.54 -0.80 0.27  0.075
H -1.27 0.66 -1.61  0.042
H -0.62 -0.86 -1.27  0.052
H 0.85 1.21 1.13  -0.132

---

5.
Below is a 2-piece molecular cluster, C2H6O2Si overall, with properties calculated with wB97M-V/def2-TZVPD.

Results
- DFT total energy (eV) = -14143.7086
- spin multiplicity = 1
- LUMO energy (eV) = 0.291
- HOMO-LUMO gap (eV) = 10.551
- total charge = 0
- SMILES string = O=[SiH]O.C=C
- energy above the lowest of the compared OMol25 structures with the same formula, charge and spin (kJ/mol) = 134.0

Each line ends with the Löwdin charge.
Element x y z (Å)
O -1.36 2.88 1.85  -0.358
Si -1.10 1.56 1.17  0.476
O 0.12 0.55 1.51  -0.213
H -1.83 0.72 0.16  0.004
H 0.77 0.82 2.23  0.114
C 0.36 -0.46 -1.15  -0.142
C 0.80 -1.72 -1.19  -0.082
H 0.92 0.37 -0.68  0.036
H -0.68 -0.18 -1.59  0.066
H 1.77 -1.93 -0.77  0.041
H 0.25 -2.61 -1.54  0.058

---

6.
Below is a 2-piece molecular cluster, C2H6O2Si overall, with properties calculated with wB97M-V/def2-TZVPD.

Results
- DFT total energy (eV) = -14143.0145
- spin multiplicity = 1
- LUMO energy (eV) = 0.047
- HOMO-LUMO gap (eV) = 10.269
- total charge = 0
- SMILES string = C=C[SiH]=O.O
- energy above the lowest of the compared OMol25 structures with the same formula, charge and spin (kJ/mol) = 201.0

Each line ends with the Löwdin charge.
Element x y z (Å)
C -0.90 1.56 -0.05  -0.066
C 0.25 1.24 0.53  -0.279
Si 1.62 0.28 -0.33  0.606
O 2.63 -0.58 0.38  -0.391
H -1.69 2.06 0.48  0.056
H -1.10 1.33 -1.09  0.047
H 0.39 1.48 1.58  0.054
H 1.52 0.49 -1.77  -0.034
O -0.89 -2.25 0.11  -0.063
H -1.66 -2.76 -0.17  0.035
H -0.19 -2.86 0.33  0.037

---

7.
Below is a 2-piece molecular cluster, C2H6O3P overall, with properties calculated with wB97M-V/def2-TZVPD.

Results
- DFT total energy (eV) = -17603.0648
- spin multiplicity = 1
- LUMO energy (spin up / spin down) (eV) = 4.029 / 4.154
- HOMO-LUMO gap (spin up / spin down) (eV) = 7.446 / 6.542
- total charge = -1
- energy above the lowest of the compared OMol25 structures with the same formula, charge and spin (kJ/mol) = 280.7

Each line ends with the Löwdin charge.
Element x y z (Å)
C -1.44 1.22 -0.65  -0.224
C 1.23 -1.23 0.89  -0.188
O -2.76 -0.65 0.93  -0.456
O -1.45 -1.53 -1.08  -0.452
O 1.53 -1.64 -0.40  -0.185
P -1.58 -0.54 0.03  0.422
H -1.91 1.91 0.04  0.010
H -0.40 1.48 -0.80  0.010
H -1.96 1.23 -1.61  0.019
H 1.89 -0.44 1.26  0.008
H 1.03 -2.03 1.60  0.014
H 0.68 -1.88 -0.79  0.023

---

8.
Below is a 2-piece molecular cluster, C2H6O3S2 overall, with properties calculated with wB97M-V/def2-TZVPD.

Results
- DFT total energy (eV) = -29979.7310
- spin multiplicity = 3
- LUMO energy (spin up / spin down) (eV) = 0.249 / -2.786
- HOMO-LUMO gap (spin up / spin down) (eV) = 8.351 / 7.834
- total charge = 0
- energy above the lowest of the compared OMol25 structures with the same formula, charge and spin (kJ/mol) = 0.0

Each line ends with the Löwdin charge.
Element x y z (Å)
C -0.80 -1.74 -0.40  -0.288
C 1.61 1.07 1.28  0.020
O -2.45 0.01 0.69  -0.510
O -0.42 2.40 -1.17  -0.385
O 0.71 0.35 -1.95  -0.405
S -1.91 -0.31 -0.63  0.805
S 0.00 1.05 -0.90  0.631
H -0.11 -1.54 0.42  0.047
H -0.26 -1.90 -1.32  0.041
H -1.41 -2.61 -0.16  0.051
H 2.21 0.22 1.03  -0.002
H 2.01 2.04 1.11  -0.003
H 0.82 0.96 2.00  -0.001

---

9.
Below is a single C2H6O4 molecule, with properties calculated with wB97M-V/def2-TZVPD.

Results
- DFT total energy (eV) = -10357.9213
- spin multiplicity = 1
- LUMO energy (eV) = 0.669
- HOMO-LUMO gap (eV) = 10.621
- total charge = 0
- SMILES string = OC[C@H](O)OO
- energy above the lowest of the compared OMol25 structures with the same formula, charge and spin (kJ/mol) = 338.3

Each line ends with the Löwdin charge.
Element x y z (Å)
O -0.37 -1.43 1.52  -0.060
C -0.52 -0.15 0.89  -0.180
C -0.14 -0.33 -0.58  -0.387
O 1.10 -0.88 -0.78  0.040
O -0.25 1.02 -1.17  -0.112
O 0.76 1.85 -0.58  -0.032
H -0.95 -2.07 1.09  0.088
H -1.55 0.22 0.97  0.131
H 0.19 0.51 1.39  0.126
H -0.88 -0.91 -1.15  0.167
H 1.74 -0.34 -0.30  0.114
H 0.88 2.52 -1.27  0.107

---

10.
Below is a 2-piece molecular cluster, C2H6O5 overall, with properties calculated with wB97M-V/def2-TZVPD.

Results
- DFT total energy (eV) = -12405.6519
- spin multiplicity = 1
- LUMO energy (eV) = 0.425
- HOMO-LUMO gap (eV) = 7.540
- total charge = 0
- energy above the lowest of the compared OMol25 structures with the same formula, charge and spin (kJ/mol) = 274.4

Each line ends with the Löwdin charge.
Element x y z (Å)
C -1.09 0.71 0.65  -0.348
C 0.30 -0.75 -0.45  -0.625
O -1.37 1.49 -0.34  0.105
O -0.26 1.08 1.61  0.099
O 1.02 0.15 -1.17  0.017
O -0.38 -1.57 -1.28  0.045
O 1.13 -1.32 0.50  0.039
H -1.82 0.08 1.00  0.120
H -0.77 2.23 -0.28  0.118
H 0.45 1.48 1.23  0.065
H 1.95 0.18 -0.75  0.149
H 0.30 -2.04 -1.82  0.123
H 0.52 -1.72 1.10  0.092

---

11.
Below is a single C2H6OP2 molecule, with properties calculated with wB97M-V/def2-TZVPD.

Results
- DFT total energy (eV) = -22793.5910
- spin multiplicity = 1
- LUMO energy (eV) = 0.784
- HOMO-LUMO gap (eV) = 10.463
- total charge = 0
- SMILES string = O=CC(P)P
- energy above the lowest of the compared OMol25 structures with the same formula, charge and spin (kJ/mol) = 117.3

Each line ends with the Löwdin charge.
Element x y z (Å)
O -1.95 1.06 -0.30  0.048
C -1.01 0.97 0.40  -0.414
C 0.15 -0.10 0.61  -0.903
P 1.72 0.68 0.01  0.769
P -0.25 -1.74 -0.11  0.750
H -0.60 1.91 1.00  0.120
H 0.31 -0.23 1.77  0.092
H 1.54 0.76 -1.32  -0.147
H 2.25 -0.48 -0.60  -0.112
H -0.47 -1.39 -1.41  -0.138
H -1.71 -1.43 -0.05  -0.065

---

12.
Below is a 2-piece molecular cluster, C2H6OS overall, with properties calculated with wB97M-V/def2-TZVPD.

Results
- DFT total energy (eV) = -15051.5778
- spin multiplicity = 2
- LUMO energy (spin up / spin down) (eV) = 3.649 / 3.687
- HOMO-LUMO gap (spin up / spin down) (eV) = 2.526 / 9.620
- total charge = -1
- energy above the lowest of the compared OMol25 structures with the same formula, charge and spin (kJ/mol) = 109.2

Each line ends with the Löwdin charge.
Element x y z (Å)
S -0.54 -5.04 1.01  0.108
H -1.13 -5.47 -0.12  -0.280
H -0.80 -3.71 0.83  -0.271
C 0.41 2.95 -0.30  -0.084
C -0.01 1.70 -0.48  -0.480
O 0.68 0.58 -0.11  -0.165
H -0.04 3.79 -0.81  0.029
H 1.43 3.07 0.04  0.034
H -0.99 1.46 -0.88  0.080
H 1.00 0.67 0.82  0.030